(1)
ORCA calculation (the ωB97M-V functional and the def2-TZVPD basis) on a cluster of 8 separate species, C39H52N8O14 in total in a non-equilibrium geometry.

The geometry in XYZ format:
```
113
Properties=species:S:1:pos:R:3:forces:R:3:mulliken_charge:R:1
C -4.779961 1.795915 -1.958652 -2.11 3.27 1.88 -1.4022
C -3.920202 2.664595 -0.998930 2.77 -3.19 3.27 1.4985
C -2.458337 2.094351 -0.961155 -0.52 5.56 -0.51 -2.1696
C -1.655582 2.705543 -2.045739 2.25 -0.98 0.27 -0.5012
C -1.608677 4.190144 -1.873848 -5.19 -1.93 1.33 -2.1788
C -3.060538 4.815466 -2.078618 3.19 2.01 0.92 1.3713
N -3.956978 4.127330 -1.210059 -8.07 0.00 -2.33 0.9955
O -5.149154 4.629266 -1.079130 5.61 -1.77 0.24 -0.3540
C -3.501433 4.978140 -3.541188 -2.80 -3.41 -0.05 -1.6897
C -3.027649 6.270498 -1.679539 -0.76 1.71 0.54 -1.5189
C -4.338120 2.375712 0.470624 -0.46 -1.17 1.83 -1.2327
H -5.792396 2.417610 -1.811854 1.37 -2.56 -0.48 0.4333
H -4.601641 0.757906 -1.646574 -0.85 0.47 0.15 0.2901
H -4.504653 1.904266 -2.953329 0.63 0.17 -1.94 0.3670
H -2.481352 1.130324 -0.772334 -0.38 -5.11 -0.42 1.4473
H -1.967665 2.357347 -0.043883 0.15 0.91 0.82 0.0939
H -2.016967 2.434997 -3.028926 0.19 -0.15 -0.41 0.4977
H -0.589778 2.402322 -1.892584 -0.72 -0.33 -0.62 0.0885
H -1.061877 4.558676 -2.581642 3.20 2.41 -4.39 0.7038
H -1.150271 4.491776 -0.984073 0.25 0.41 1.80 0.7968
H -4.473236 5.482587 -3.780517 0.14 -0.98 1.21 0.4309
H -3.493004 3.953507 -3.933830 -0.22 0.36 -0.63 0.3273
H -2.949395 5.588919 -4.152003 2.66 1.26 -0.73 0.5174
H -3.098832 6.471049 -0.590945 -0.06 -0.21 -0.59 0.3542
H -3.895679 6.728135 -2.240693 1.20 0.27 1.16 0.3701
H -2.057787 6.658517 -2.015468 -0.46 0.15 -0.08 0.4238
H -5.443093 2.403273 0.578095 0.65 0.84 0.31 0.4197
H -3.692492 3.064548 1.099351 -1.43 -0.60 -0.26 0.4000
H -4.133782 1.287793 0.977386 0.13 2.33 -2.08 0.1574
N 0.978982 0.112865 -0.687118 -1.12 3.91 0.88 0.5522
O 1.389042 1.241083 -0.206145 0.06 -1.35 0.47 -0.4986
O 0.146088 -0.566442 -0.136358 -1.80 -1.65 3.64 -0.2505
O 1.193275 -0.157723 -1.814107 2.61 -0.82 -4.75 -0.6515
C 2.888529 -2.662359 2.576195 13.85 11.93 -0.58 -1.0503
C 2.750632 -1.185993 2.368031 4.70 -0.13 -1.59 -0.2552
C 4.051909 -0.399883 2.033560 0.40 -3.11 3.12 0.1246
C 5.399521 -1.124927 2.319827 -4.22 -3.67 0.77 -0.0360
C 5.430012 -2.688027 2.588456 -4.32 3.33 0.04 -0.7740
C 4.077003 -3.404160 2.658199 2.56 5.77 -0.69 -0.4781
N 6.606865 -0.305236 2.304904 3.05 -2.60 -4.29 0.8319
O 7.743864 -0.928715 1.937703 -4.15 2.22 2.35 -0.5437
O 6.437618 0.879862 2.183185 0.62 0.13 1.03 -0.4959
H 2.181629 -3.134162 2.558400 -14.22 -8.95 0.04 1.1673
H 1.797301 -0.625112 2.199052 0.86 -0.93 0.26 0.0230
H 4.139776 0.732043 1.910581 -0.51 -1.89 -0.09 0.4620
H 6.296470 -3.199861 2.952629 0.62 0.06 -0.40 0.5122
H 3.876931 -4.418292 2.690136 0.68 -2.07 0.35 0.4897
C 0.970116 -4.121001 -1.577595 -2.28 1.92 -0.33 0.0404
C -0.374086 -3.526689 -1.952567 -1.32 -3.12 -1.88 0.0539
C -1.423005 -4.433139 -2.638860 7.42 -2.08 2.87 -0.7020
C -1.049725 -5.924312 -2.851558 2.71 3.01 0.30 0.1558
C 0.291841 -6.428832 -2.608265 -0.77 3.45 1.54 -0.5076
C 1.305838 -5.444963 -1.907387 -11.89 2.82 -3.97 -0.8393
N -2.004647 -6.806613 -3.510902 -4.57 -1.22 0.23 0.8597
O -3.252143 -6.466037 -3.498838 3.69 0.11 0.01 -0.5569
O -1.717871 -7.927193 -3.930366 0.97 1.65 0.48 -0.5677
H 1.614227 -3.315605 -0.991439 -0.95 -2.30 -1.41 0.0034
H -0.611893 -2.400313 -1.816782 0.63 -2.22 -0.04 0.1778
H -2.358523 -4.122780 -2.869123 -2.64 0.95 -0.75 0.5837
H 0.498190 -7.508929 -2.806746 0.05 1.28 0.20 0.3697
H 2.088111 -5.828400 -1.648129 8.98 -4.12 2.77 0.8698
C -2.826573 -1.920341 0.911777 -5.81 -10.86 9.68 -0.0299
C -1.997116 -2.390352 2.052334 -9.60 -2.23 0.70 -0.9035
C -2.751110 -3.152013 3.163867 -1.35 -0.17 -3.68 -0.4619
C -4.184335 -3.650173 2.896804 0.59 1.92 -3.36 0.0202
C -4.989140 -3.222386 1.611362 8.14 1.69 2.18 -0.5253
C -4.182456 -2.330680 0.689139 -0.26 -1.70 4.15 -0.7523
N -4.829380 -4.729780 3.767259 -1.32 -0.24 -0.70 0.9265
O -5.963570 -5.164402 3.401199 2.94 1.32 0.85 -0.5677
O -4.205556 -5.145723 4.730163 -0.53 0.54 -0.91 -0.5562
H -2.453690 -1.272807 0.444177 5.57 9.11 -7.67 0.5693
H -1.035878 -2.175648 1.946543 4.19 0.93 0.57 0.9528
H -2.267271 -3.487784 4.094312 -0.27 0.18 -0.66 0.4054
H -5.910491 -3.563187 1.297098 -1.82 -0.76 -0.02 0.5359
H -4.778022 -1.879056 -0.051527 -0.32 0.40 -1.24 0.4402
C -0.646471 3.371525 2.712305 -1.90 1.07 -2.21 -0.4865
C -1.830044 4.191270 3.164855 1.56 -4.08 0.50 -0.3761
C -2.692484 3.547030 4.118985 -0.25 -1.30 0.55 -0.3368
C -2.457314 2.093206 4.660001 3.64 0.61 -5.65 -0.3613
C -1.373642 1.270565 3.880849 -1.65 4.66 0.39 -0.1385
C -0.537578 1.975505 2.849629 -2.59 0.88 4.25 0.0050
N -3.324470 1.333247 5.576568 1.85 -0.21 0.40 0.9565
O -2.938856 0.176492 5.853708 -1.32 1.98 -0.46 -0.5682
O -4.239966 1.952603 6.072855 -0.25 -0.64 -0.03 -0.5800
H -0.023354 3.874451 1.871403 -0.74 -0.94 1.79 0.2573
H -1.976756 5.117009 2.564317 -0.23 -0.53 1.36 0.4299
H -3.621187 4.105886 4.463930 1.34 -1.00 -0.27 0.3641
H -1.170584 0.235448 4.117444 -0.29 0.05 0.05 0.5504
H 0.278215 1.445848 2.457603 0.82 -0.60 -0.93 0.2811
C 3.969728 3.879172 -0.368144 -2.55 5.18 1.84 0.3779
O 4.295838 4.963422 0.284855 -0.64 -4.23 -2.22 -0.7014
N 4.806712 2.989768 -0.852988 -0.69 -0.14 -0.71 0.2138
C 4.427986 1.841226 -1.713804 1.30 2.84 1.54 -1.3790
C 6.189007 3.189414 -0.582841 -0.04 -6.60 -5.12 -1.1569
H 2.802717 3.804617 -0.591610 2.41 -0.67 0.23 0.0838
H 3.491195 1.873555 -2.053609 -4.24 1.11 -0.87 0.6096
H 4.374532 0.952813 -1.224482 0.90 -2.67 1.74 0.4175
H 4.935279 1.832286 -2.610912 2.03 -0.16 -1.56 0.5274
H 6.540664 2.078878 -0.735924 -0.01 1.62 0.71 0.2884
H 6.489512 3.398014 0.302625 1.12 1.91 6.02 0.5035
H 6.830497 3.595111 -1.298543 0.26 1.73 -1.55 0.3587
C 3.677147 -2.092612 -3.037489 -0.53 0.28 0.53 0.4091
O 3.590623 -2.600781 -4.145016 0.00 0.88 0.18 -0.6564
N 4.314926 -2.754899 -2.029676 1.19 -1.54 0.04 0.2781
C 4.293038 -2.346479 -0.644581 -0.25 4.37 1.95 0.1975
C 5.198419 -3.936116 -2.384044 2.53 3.98 0.68 -0.8869
H 3.204588 -1.062462 -2.717101 0.71 -1.77 -0.56 0.0490
H 4.611416 -1.222625 -0.725946 -0.14 -1.63 0.64 -0.1569
H 5.098488 -2.796038 0.108685 -2.15 0.52 -2.12 -0.1151
H 3.199294 -2.073712 -0.093685 2.69 -1.79 -1.61 -0.2565
H 5.538981 -3.930066 -3.480885 0.12 0.62 1.97 0.3098
H 4.621077 -4.715307 -2.346844 -3.42 -4.78 0.12 0.3794
H 5.926069 -4.123599 -1.475520 -0.77 0.83 -2.33 0.2481
```
Forces are in eV/Å.

Summary:
Frontier orbital gap = 3.07 eV
Lowest unoccupied orbital energy = -0.202 hartree
Highest occupied orbital energy = -8.6 eV
2S+1 = 1

=====

(2)
ORCA calculation (the ωB97M-V functional and the def2-TZVPD basis) on a cluster of 8 separate species, C17H28Cl3N5O6 in total in a non-equilibrium geometry.

The geometry in XYZ format:
```
59
Properties=species:S:1:pos:R:3:forces:R:3:nbo_charge:R:1
C -2.126725 -0.259123 4.650054 -0.68 -0.29 -0.90 -0.7313
C -2.722125 -0.073973 5.978024 1.42 -0.38 -1.01 0.2900
N -3.170035 0.068207 7.016554 -0.50 0.17 0.80 -0.3297
H -1.088565 0.001477 4.444144 -0.11 0.58 0.82 0.2625
H -2.777705 0.290827 3.970434 0.23 0.18 -0.20 0.2544
H -2.169595 -1.286483 4.288404 -0.35 -0.22 0.48 0.2539
C -0.140185 1.915247 -0.359146 -1.12 -0.46 -0.04 -0.7421
C 1.229655 2.407327 -0.305986 2.49 1.27 -0.06 0.2947
N 2.310865 2.856937 -0.212956 -2.88 -1.32 -0.25 -0.3342
H -0.706405 2.259127 0.506444 0.24 -0.10 0.21 0.2588
H -0.241095 0.832937 -0.439876 0.59 -0.13 0.49 0.2543
H -0.775405 2.193647 -1.200026 0.67 0.75 -0.35 0.2675
C -6.962215 -0.793903 1.352034 -0.36 0.41 -0.61 -0.7242
C -5.979335 -0.273463 0.401414 -1.60 -1.27 1.25 0.2899
N -5.198065 0.169597 -0.284646 1.59 0.88 -1.40 -0.3383
H -7.502975 0.096577 1.672574 0.25 -0.11 0.92 0.2585
H -6.456685 -1.401913 2.102274 -0.29 0.40 0.23 0.2572
H -7.767655 -1.369173 0.895504 0.43 -0.31 -0.38 0.2571
C 3.561405 4.751037 4.313014 -0.97 -0.10 0.07 -0.7290
C 4.959325 5.066947 4.475014 0.65 0.34 0.11 0.2870
N 6.054135 5.409347 4.556334 -0.27 -0.25 0.04 -0.3302
H 3.061445 5.596157 3.839814 0.07 -0.13 -0.31 0.2600
H 3.024335 4.619347 5.252324 0.38 -0.05 0.22 0.2524
H 3.407035 3.837007 3.739574 0.12 0.17 -0.17 0.2593
C -2.619275 5.319007 6.867024 -0.55 -0.28 0.88 -0.7392
C -1.946235 5.062067 5.623644 1.37 -0.52 -4.45 0.2957
N -1.453615 4.810757 4.577654 -1.50 0.82 3.63 -0.3421
H -3.274265 4.470567 7.065164 0.46 -0.42 0.37 0.2648
H -3.354975 6.121117 6.925864 0.53 0.52 -0.66 0.2625
H -1.855365 5.465867 7.630544 -0.31 -0.17 0.24 0.2587
C 2.988885 1.844837 -6.017516 1.58 -1.14 -1.03 -0.2591
O 1.725575 1.575587 -5.459216 -0.71 1.21 1.20 -0.4947
C 0.733865 0.953937 -6.072316 0.12 -2.11 -3.25 0.9931
O 0.752095 0.535457 -7.246156 -0.04 1.18 2.93 -0.6495
O -0.269885 0.760307 -5.197706 0.08 0.18 0.31 -0.5123
C -1.195545 -0.332143 -5.343586 -0.05 -0.44 -1.23 -0.2604
H 3.058405 2.256167 -7.024536 -0.90 -0.06 -0.08 0.1996
H 3.528095 0.897707 -6.035366 0.01 -0.18 -0.29 0.1855
H 3.655055 2.470867 -5.423886 -1.01 0.28 0.71 0.2049
H -2.185105 -0.062143 -4.974856 0.46 0.26 0.52 0.2021
H -0.803035 -1.247883 -4.901476 0.05 0.30 0.56 0.1858
H -1.386015 -0.635213 -6.373136 0.40 0.53 -0.34 0.2059
C 0.669155 -4.249683 -1.536656 -1.12 1.48 -0.51 -0.2682
O 0.414085 -5.122833 -2.667536 3.71 3.73 0.84 -0.4724
C -0.441815 -6.018063 -2.546316 -3.97 -4.42 0.67 0.9900
O -1.381245 -6.091383 -1.753996 1.65 -0.05 -1.16 -0.6519
O -0.135875 -6.938803 -3.515976 0.60 0.53 -0.44 -0.5255
C -0.530785 -8.293933 -3.402136 -1.31 0.31 0.93 -0.2510
H 1.164515 -3.366763 -1.940586 0.44 -0.42 -0.12 0.2018
H 1.220765 -4.653973 -0.687916 0.02 -0.61 -0.51 0.2017
H -0.273975 -3.833903 -1.182056 -0.17 -0.44 0.18 0.2031
H -0.031405 -8.725393 -2.534636 -0.16 -0.19 -0.01 0.1803
H -0.325505 -8.898713 -4.285426 0.38 0.67 -0.15 0.1993
H -1.611785 -8.261783 -3.266086 -0.06 -0.58 0.26 0.1929
C 6.705275 -0.376903 -0.009976 -0.58 -1.43 0.44 -0.2464
Cl 8.180675 -1.045403 0.761064 -0.52 0.24 -0.52 0.0094
Cl 5.245465 -0.986073 0.874134 0.59 0.69 0.26 -0.0173
Cl 6.416605 -1.022793 -1.656786 0.82 0.77 0.28 0.0131
H 6.793735 0.705817 0.079434 -0.34 -0.26 -0.46 0.2413
```
Forces are in eV/Å.

Summary:
Structure (SMILES) = COC(=O)OC.COC(=O)OC.ClC(Cl)Cl.CC#N.CC#N.CC#N.CC#N.CC#N
Frontier orbital gap = 10.51 eV
Lowest unoccupied orbital energy = -0.005 hartree
Highest occupied orbital energy = -10.6 eV
2S+1 = 1

=====

(3)
ORCA calculation (the ωB97M-V functional and the def2-TZVPD basis) on a cluster of 2 separate species, C4H4O2 in total in a non-equilibrium geometry.

The geometry in XYZ format:
```
10
Properties=species:S:1:pos:R:3:forces:R:3:nbo_charge:R:1
C -0.252394 1.787220 -0.526403 -0.24 0.91 0.30 0.4108
C -0.605895 1.504559 0.831772 -0.43 0.49 -0.31 -0.0444
C 0.581397 0.706106 0.035324 0.60 -1.84 -0.16 0.2581
C 0.427511 -2.081127 -0.333790 0.03 1.01 0.05 -0.4619
O -0.573456 2.294650 -1.550207 -0.19 -0.15 -0.27 -0.4806
O 0.648585 1.079070 1.331512 0.47 0.03 0.38 -0.4322
H -1.503899 1.075694 1.235785 -0.19 -0.25 -0.02 0.2173
H 0.828938 -1.992310 -1.320833 0.12 -0.04 -0.28 0.1816
H -0.631339 -2.112327 -0.196028 -0.37 -0.08 0.05 0.1730
H 1.080552 -2.261535 0.492869 0.20 -0.08 0.25 0.1783
```
Forces are in eV/Å.

Summary:
Frontier orbital gap (alpha / beta) = 9.12 / 7.22 eV
Lowest unoccupied orbital energy (alpha / beta) = -0.007 / -0.058 hartree
Highest occupied orbital energy (alpha / beta) = -9.3 / -8.8 eV
2S+1 = 1

=====

(4)
ORCA calculation (the ωB97M-V functional and the def2-TZVPD basis) on a cluster of 2 separate species, CH3OS in total in a non-equilibrium geometry.

The geometry in XYZ format:
```
6
Properties=species:S:1:pos:R:3:forces:R:3:nbo_charge:R:1
S -2.136906 0.813937 -0.769571 0.00 -0.18 0.04 -1.0629
H -1.389654 1.896388 -1.017057 0.08 0.12 -0.02 0.0810
O 1.790705 -1.156880 1.099127 0.12 -0.63 -0.38 -0.5637
C 0.910924 -0.701110 0.412574 -0.75 1.10 0.74 0.2879
H 0.154479 -1.228880 -0.195677 0.44 -0.45 -0.08 0.1374
H 0.670453 0.376543 0.470603 0.12 0.04 -0.32 0.1203
```
Forces are in eV/Å.

Summary:
Frontier orbital gap = 6.81 eV
Lowest unoccupied orbital energy = 0.150 hartree
Highest occupied orbital energy = -2.7 eV
2S+1 = 1
Total charge = -1